Entry from the Open Molecules 2025 dataset: a structure of composition C32H45GeO10P2SW at a distorted geometry (the ωB97M-V functional and the def2-TZVPD basis).

The HOMO energy (spin up / spin down) is -10.88 / -10.88 eV. For the LUMO energy (spin up / spin down), the calculation gives -4.31 / -4.45 eV. For the calculated total energy, the calculation gives -5223.43476 hartree. As for the energy above the lowest of the compared OMol25 structures with the same formula, charge and spin: 629.1 kJ/mol. For the HOMO-LUMO gap (spin up / spin down), the calculation gives 6.6 / 6.4 eV. The net charge is +1.

Atoms and positions in Å:
W -1.08900 0.53857 -0.09880
C -0.27015 4.77829 -0.63691
C 1.21509 4.63663 -0.93479
C 1.81489 5.93994 -1.44641
O 1.43976 3.64054 -1.99148
P 1.40010 2.08480 -1.71472
O 0.30714 1.82931 -0.72290
C 1.04077 1.44801 -3.38258
P -0.61250 0.68632 -3.25656
O -1.42711 0.65532 -1.98900
O -0.70956 -0.72667 -3.91859
C -0.51795 -0.93547 -5.34615
C -1.78265 -1.57387 -5.89892
C 0.68381 -1.83831 -5.57063
O -1.34039 1.73065 -4.20874
C -2.73221 2.11898 -4.06095
C -3.17133 2.59863 -5.43574
C -2.87073 3.18681 -2.98144
O 2.75610 1.57201 -1.12631
C 4.12567 1.75094 -1.59857
C 4.26974 2.92727 -2.54883
C 4.65330 0.46510 -2.22436
H -0.41804 5.51377 0.14949
H -0.70766 3.83211 -0.29257
H -0.79186 5.11568 -1.52777
H 1.74351 4.29147 -0.03971
H 1.28551 6.26143 -2.33956
H 2.86868 5.82680 -1.68762
H 1.71677 6.70605 -0.68332
H 1.76151 0.68743 -3.66038
H 1.01040 2.25220 -4.11351
H -0.35338 0.04530 -5.80500
H -1.92395 -2.55028 -5.44524
H -1.67235 -1.70021 -6.97190
H -2.65712 -0.96215 -5.69284
H 0.47640 -2.82798 -5.17536
H 1.57790 -1.45024 -5.09001
H 0.86267 -1.92745 -6.63822
H -3.30628 1.23404 -3.76564
H -2.59173 3.47006 -5.72581
H -4.22524 2.85876 -5.42420
H -3.00733 1.81726 -6.17308
H -2.36257 4.09988 -3.28041
H -2.44851 2.83118 -2.02740
H -3.92278 3.41361 -2.82510
H 4.67849 1.94181 -0.67207
H 3.72446 2.74214 -3.47202
H 5.31948 3.07681 -2.78857
H 3.88928 3.83708 -2.09768
H 4.17639 0.26647 -3.18125
H 4.48897 -0.38473 -1.56672
H 5.72395 0.57349 -2.38945
O 1.28956 -2.29359 -0.25792
S 0.55196 -1.12075 -0.49416
O -0.91841 -1.29026 -0.54958
O 0.87854 -0.39266 -1.72831
O 0.59198 -0.11260 0.61002
C -1.97359 2.17769 0.64709
Ge -2.85940 0.81260 1.55975
C -4.75028 1.27906 2.21778
C -5.07976 2.63035 2.17722
C -6.34654 3.06180 2.52422
C -7.30370 2.14377 2.92453
C -6.98045 0.79881 2.98219
C -5.71179 0.36660 2.63065
C -3.29525 -0.86143 0.32267
C -3.61180 -0.52747 -1.00234
C -3.89438 -1.51395 -1.94042
C -3.87548 -2.84780 -1.56383
C -3.62558 -3.19434 -0.24461
C -3.33802 -2.20986 0.68519
C -2.18749 -0.41227 3.07859
C -1.13164 -1.25400 2.74179
C -0.54389 -2.08092 3.68541
C -1.01432 -2.08167 4.98950
C -2.06415 -1.24911 5.34003
C -2.63772 -0.41236 4.39546
H -4.31074 3.31774 1.84936
H -6.58623 4.11232 2.47675
H -8.29420 2.48085 3.19238
H -7.72558 0.08289 3.29700
H -5.46297 -0.68723 2.66107
H -3.76199 0.54018 -1.24425
H -4.16122 -1.24618 -2.95291
H -4.10358 -3.61091 -2.29278
H -3.67298 -4.23013 0.06549
H -3.18512 -2.47918 1.72122
H -0.77356 -1.30426 1.69691
H 0.27333 -2.72443 3.39816
H -0.56948 -2.73726 5.72399
H -2.42991 -1.24799 6.35368
H -3.45157 0.25265 4.64906

Cartesian forces, eV/Å:
-3.59 9.81 -0.49
0.17 -0.50 0.01
-0.07 0.55 0.34
-0.02 -0.47 0.09
-0.13 -0.76 -0.08
0.99 0.97 -0.38
0.40 1.29 -0.11
-0.30 -0.14 0.83
-0.35 0.31 -2.31
-0.74 0.93 -1.27
0.04 0.33 0.57
0.06 -0.24 -0.69
0.25 0.30 0.25
-0.23 0.25 0.24
0.42 -0.30 0.40
-0.65 0.29 -0.08
0.14 -0.25 0.32
0.31 -0.48 0.15
-0.78 0.23 -0.23
0.83 0.01 -0.21
-0.11 -0.04 0.38
-0.36 0.15 0.35
0.06 0.12 0.05
0.11 0.38 -0.11
-0.10 0.07 -0.13
0.02 0.02 -0.09
-0.06 0.06 -0.09
0.08 0.01 0.00
-0.03 0.08 0.07
0.09 -0.15 0.09
-0.09 0.04 0.10
-0.04 -0.09 -0.02
-0.04 -0.13 0.06
-0.07 -0.01 -0.12
-0.09 0.09 -0.05
0.03 -0.13 0.10
0.11 0.04 0.02
0.07 0.01 -0.11
0.06 -0.02 -0.07
0.04 0.14 -0.02
-0.11 0.04 0.00
-0.05 -0.07 -0.11
0.09 0.10 -0.05
-0.22 0.24 -0.30
-0.09 0.01 -0.01
-0.15 0.03 -0.17
-0.01 0.02 -0.18
0.06 -0.09 -0.03
0.04 0.12 -0.03
-0.06 -0.02 -0.14
-0.01 -0.06 0.04
0.02 0.01 -0.02
0.21 -0.25 0.37
4.52 -3.79 -2.49
-1.41 -5.14 -0.20
0.86 -1.05 0.01
1.71 0.86 2.69
2.30 -3.81 -0.98
-5.46 -2.25 5.02
0.92 0.42 -0.71
0.43 -0.24 -0.18
-0.09 0.11 0.06
0.08 0.13 -0.01
-0.06 -0.12 0.06
0.44 -0.33 -0.15
0.26 1.25 -0.89
-0.79 0.54 0.45
-0.08 -0.12 -0.01
-0.02 0.34 -0.32
-0.06 0.21 0.38
0.08 -0.02 0.42
0.64 0.93 -0.78
0.14 -0.23 -0.46
0.02 -0.06 -0.07
0.03 -0.02 -0.10
-0.05 0.00 -0.02
-0.25 0.42 -0.44
-0.11 0.26 -0.01
-0.05 0.14 0.02
-0.07 -0.01 0.02
-0.02 -0.09 0.02
-0.09 -0.09 0.03
0.22 -0.59 -0.08
0.00 0.04 -0.09
0.01 -0.09 -0.06
0.00 0.02 0.01
0.20 -0.09 -0.01
-0.38 -0.31 1.33
0.09 -0.10 -0.02
0.04 0.00 0.06
-0.10 0.02 0.14
-0.06 0.01 0.25